(1)
Computed, not measured: a 9-piece molecular cluster, C84H186F9N3O9P3 overall, with ωB97M-V/def2-TZVPD.

Geometry as XYZ:
```
294
Properties=species:S:1:pos:R:3
C -1.78 -33.43 27.00
C -2.80 -32.74 26.14
N -2.29 -31.42 25.65
C -3.30 -30.76 24.72
C -2.01 -30.43 26.71
C -2.93 -30.42 27.93
C -1.10 -31.61 24.70
C -0.42 -30.42 23.97
O -1.13 -29.95 22.86
C -1.41 -31.04 21.97
H -1.23 -32.77 27.60
H -1.10 -33.95 26.36
H -2.29 -34.07 27.75
H -3.82 -32.52 26.59
H -2.91 -33.34 25.24
H -4.19 -30.53 25.32
H -3.50 -31.37 23.88
H -2.93 -29.76 24.51
H -2.00 -29.46 26.23
H -0.93 -30.54 27.01
H -2.57 -29.78 28.75
H -2.92 -31.38 28.41
H -3.94 -30.18 27.63
H -1.45 -32.39 24.02
H -0.28 -32.04 25.30
H 0.56 -30.85 23.68
H -0.24 -29.58 24.63
H -0.57 -31.68 21.70
H -1.80 -30.55 21.09
H -2.16 -31.64 22.40
C -2.24 -38.10 17.87
C -1.93 -39.41 18.51
N -2.00 -39.36 19.98
C -0.86 -38.50 20.58
C -3.38 -38.75 20.49
C -4.74 -39.52 20.19
C -1.95 -40.75 20.54
C -0.83 -41.68 20.10
O 0.49 -41.18 20.46
C 1.38 -42.15 21.01
H -2.13 -38.16 16.79
H -1.45 -37.42 18.21
H -3.24 -37.83 18.09
H -0.91 -39.67 18.25
H -2.62 -40.22 18.21
H -0.98 -38.69 21.63
H -1.21 -37.45 20.56
H 0.14 -38.77 20.27
H -3.52 -37.81 19.99
H -3.32 -38.61 21.54
H -5.53 -38.92 20.54
H -4.80 -40.55 20.53
H -5.02 -39.52 19.15
H -2.93 -41.11 20.27
H -1.95 -40.69 21.61
H -0.89 -41.82 19.03
H -1.02 -42.67 20.54
H 0.91 -43.12 21.16
H 1.65 -41.86 22.01
H 2.18 -42.32 20.29
C -3.95 -32.34 13.96
C -5.00 -31.20 13.68
N -4.58 -29.96 14.36
C -3.67 -29.15 13.60
C -5.91 -29.17 14.44
C -6.47 -28.74 13.12
C -4.03 -30.10 15.78
C -4.86 -30.61 16.86
O -5.97 -29.77 17.09
C -6.73 -30.32 18.20
H -2.95 -32.04 13.89
H -4.16 -33.23 13.34
H -3.94 -32.73 14.97
H -6.00 -31.42 14.04
H -4.99 -30.99 12.60
H -2.63 -29.57 13.58
H -3.60 -28.08 13.86
H -4.00 -29.14 12.54
H -5.66 -28.30 15.03
H -6.64 -29.77 15.05
H -5.78 -28.11 12.51
H -7.29 -28.12 13.31
H -6.81 -29.58 12.52
H -3.77 -29.04 16.04
H -3.13 -30.65 15.63
H -4.15 -30.52 17.71
H -5.20 -31.65 16.73
H -6.92 -31.41 18.16
H -7.74 -29.87 18.33
H -6.26 -30.16 19.13
C 3.01 -29.41 14.06
C 2.28 -29.50 12.73
C 2.05 -30.91 12.13
C 1.67 -31.92 13.22
P 1.44 -33.65 12.73
C 1.62 -34.61 14.26
C 3.05 -34.91 14.87
C 3.14 -36.32 15.48
C 2.38 -36.50 16.81
C -0.17 -33.78 11.97
C -0.66 -35.13 11.22
C -2.11 -35.23 11.44
C -2.43 -35.58 12.95
C 2.74 -34.09 11.51
C 2.76 -35.62 11.25
C 4.11 -36.07 10.58
C 5.09 -36.61 11.68
H 4.05 -29.77 14.22
H 2.47 -29.83 14.90
H 3.03 -28.30 14.24
H 2.86 -28.85 12.05
H 1.29 -29.02 12.99
H 3.00 -31.16 11.75
H 1.38 -30.85 11.27
H 0.75 -31.56 13.68
H 2.46 -31.95 13.96
H 1.18 -35.62 14.06
H 0.99 -34.08 15.00
H 3.39 -34.12 15.57
H 3.80 -34.97 14.05
H 4.23 -36.49 15.66
H 2.81 -37.04 14.70
H 2.11 -37.51 17.07
H 1.44 -35.87 16.78
H 2.96 -36.24 17.71
H -0.29 -32.91 11.32
H -0.84 -33.55 12.80
H -0.19 -35.98 11.69
H -0.39 -34.99 10.16
H -2.43 -36.18 10.89
H -2.69 -34.46 11.00
H -2.07 -36.60 13.10
H -3.49 -35.62 13.21
H -1.88 -34.96 13.64
H 3.64 -33.77 12.06
H 2.61 -33.49 10.59
H 1.89 -35.89 10.65
H 2.75 -36.16 12.23
H 4.57 -35.28 10.01
H 3.86 -36.84 9.90
H 4.71 -37.39 12.28
H 5.36 -35.75 12.29
H 6.00 -36.97 11.20
C 3.60 -22.69 17.22
C 3.94 -23.36 18.57
C 3.35 -24.79 18.72
C 3.70 -25.54 20.01
P 2.84 -27.11 20.16
C 3.27 -28.19 18.61
C 4.74 -28.42 18.61
C 5.24 -29.10 17.35
C 6.77 -29.37 17.59
C 3.61 -28.04 21.55
C 3.27 -29.53 21.66
C 3.87 -30.06 22.89
C 3.64 -31.55 23.29
C 1.04 -26.99 20.46
C 0.11 -26.64 19.22
C -1.26 -27.24 19.55
C -2.46 -26.89 18.58
H 2.58 -22.40 17.26
H 3.75 -23.43 16.47
H 4.29 -21.92 17.01
H 3.60 -22.78 19.42
H 5.00 -23.53 18.65
H 3.62 -25.45 17.88
H 2.19 -24.64 18.62
H 3.46 -24.91 20.85
H 4.76 -25.77 19.98
H 2.84 -27.66 17.69
H 2.67 -29.11 18.71
H 5.08 -29.02 19.48
H 5.22 -27.40 18.76
H 5.12 -28.42 16.55
H 4.69 -30.04 17.16
H 6.81 -30.04 18.49
H 7.25 -28.38 17.75
H 7.21 -29.96 16.80
H 3.40 -27.46 22.43
H 4.68 -27.93 21.40
H 3.73 -30.05 20.80
H 2.25 -29.72 21.79
H 3.56 -29.46 23.74
H 4.91 -29.83 22.75
H 3.98 -32.22 22.49
H 2.61 -31.72 23.42
H 4.23 -31.71 24.16
H 0.82 -26.37 21.32
H 0.86 -28.03 20.71
H 0.52 -27.02 18.29
H 0.06 -25.53 19.13
H -1.51 -26.77 20.56
H -1.30 -28.31 19.58
H -3.33 -27.41 18.94
H -2.14 -27.23 17.59
H -2.67 -25.86 18.59
C -15.32 -30.46 19.17
C -13.99 -30.35 19.92
C -12.65 -31.00 19.30
C -12.79 -32.43 18.80
P -11.32 -33.14 18.02
C -11.39 -34.96 17.68
C -11.77 -35.83 18.94
C -13.25 -35.77 19.28
C -14.17 -36.04 18.08
C -11.27 -32.37 16.38
C -12.40 -32.89 15.52
C -13.09 -31.70 14.82
C -13.79 -30.73 15.83
C -9.76 -32.69 18.90
C -9.53 -33.10 20.33
C -8.51 -32.13 20.93
C -7.95 -32.47 22.23
H -16.02 -29.81 19.75
H -15.77 -31.44 19.11
H -15.25 -30.13 18.13
H -14.14 -30.82 20.94
H -13.86 -29.26 20.18
H -11.95 -30.94 20.11
H -12.24 -30.34 18.55
H -13.56 -32.51 18.04
H -13.12 -33.07 19.68
H -10.42 -35.23 17.29
H -12.16 -35.10 16.92
H -11.24 -35.52 19.84
H -11.53 -36.91 18.68
H -13.62 -34.83 19.71
H -13.53 -36.50 20.02
H -14.30 -35.05 17.60
H -15.15 -36.44 18.27
H -13.73 -36.71 17.31
H -10.24 -32.48 15.96
H -11.28 -31.30 16.46
H -13.15 -33.36 16.26
H -12.13 -33.63 14.84
H -13.70 -32.09 13.98
H -12.29 -31.05 14.36
H -14.00 -29.75 15.39
H -12.99 -30.50 16.58
H -14.57 -31.16 16.42
H -9.84 -31.59 18.83
H -8.99 -32.78 18.12
H -9.14 -34.10 20.44
H -10.47 -33.06 20.95
H -8.93 -31.10 20.90
H -7.73 -32.09 20.21
H -8.74 -32.65 22.98
H -7.38 -31.71 22.66
H -7.40 -33.38 22.28
C -0.28 -31.56 16.24
O -0.04 -32.97 16.81
O -1.12 -31.49 15.28
C -0.66 -30.68 17.42
F -1.90 -30.84 17.96
F 0.24 -30.75 18.38
F -0.66 -29.36 17.06
C -1.20 -33.85 16.85
C -1.54 -34.02 18.36
H -0.72 -34.17 18.99
H -2.04 -33.11 18.83
H -2.28 -34.91 18.47
H -0.71 -34.77 16.48
H -2.06 -33.47 16.26
H 0.78 -31.25 16.01
C -7.62 -33.90 16.20
O -7.70 -34.75 17.43
O -7.31 -32.68 16.40
C -6.59 -34.60 15.20
F -6.42 -33.98 13.94
F -5.32 -34.57 15.66
F -6.92 -35.85 15.04
C -6.57 -34.77 18.29
C -6.65 -36.14 19.04
H -7.67 -36.12 19.54
H -6.62 -37.03 18.42
H -5.84 -36.37 19.71
H -6.51 -34.06 19.15
H -5.64 -34.54 17.78
H -8.64 -34.03 15.75
C -2.41 -34.82 23.22
O -1.37 -35.54 22.39
O -2.66 -33.55 22.95
C -3.65 -35.70 23.15
F -3.51 -36.92 23.69
F -4.69 -35.23 23.75
F -4.02 -35.93 21.86
C -0.10 -34.84 22.49
C 0.91 -35.53 21.57
H 0.74 -35.25 20.51
H 1.96 -35.34 21.79
H 0.67 -36.61 21.61
H 0.29 -34.79 23.51
H -0.30 -33.76 22.15
H -2.05 -34.76 24.24
```

F_max, eV/Å: 3.64
Total charge: +3
Highest occupied orbital energy, eV: -11.89
Lowest unoccupied orbital energy, eV: -4.0
Frontier orbital gap, eV: 7.868

(2)
Computed, not measured: C5H8O3 as an isolated structure, with ωB97M-V/def2-TZVPD.

Geometry as XYZ:
```
16
Properties=species:S:1:pos:R:3
C 0.29 -0.70 0.57
C -0.85 -0.60 -0.48
C -0.59 1.01 -0.83
C 1.05 1.06 -0.37
C 0.42 0.77 0.93
H 1.30 -2.07 -0.24
H 0.01 -1.52 1.29
H -0.86 -1.53 -1.19
H -2.15 -0.46 0.96
H -1.17 1.60 -1.46
H 1.46 0.31 -1.06
H 1.43 2.20 -0.78
H 1.02 0.83 2.01
O 1.61 -1.22 -0.06
O -2.06 -0.94 0.07
O -0.91 1.26 0.65
```

Relative energy (zero: lowest compared OMol25 entry of this formula, charge and spin), kcal/mol: 136.26
F_max, eV/Å: 8.86
Highest occupied orbital energy, eV: -9.47
Lowest unoccupied orbital energy, eV: 0.9
Frontier orbital gap, eV: 10.324

(3)
Computed, not measured: C11H28Cu2NO4 as an isolated structure, with ωB97M-V/def2-TZVPD.

Geometry as XYZ:
```
46
Properties=species:S:1:pos:R:3
Cu -4.59 -1.74 0.12
Cu -6.49 -1.74 4.15
C 1.26 4.06 -1.70
C 2.38 3.05 -1.87
C 2.57 1.97 -0.66
C 1.81 0.67 -0.67
N 1.96 -0.24 0.57
C 3.48 -0.37 0.89
C 3.56 -1.61 1.73
C 2.56 -2.57 1.22
C 1.68 -1.73 0.31
C 0.96 0.19 1.66
H 0.35 3.51 -1.95
H 1.31 5.00 -2.24
H 1.17 4.38 -0.66
H 3.29 3.62 -2.06
H 2.26 2.57 -2.84
H 2.37 2.43 0.31
H 3.62 1.68 -0.60
H 1.89 0.15 -1.63
H 0.76 0.95 -0.70
H 3.70 0.51 1.49
H 3.97 -0.40 -0.08
H 3.49 -1.46 2.81
H 4.48 -2.18 1.61
H 2.08 -3.02 2.09
H 3.03 -3.42 0.72
H 0.64 -2.04 0.41
H 1.98 -1.93 -0.72
H 1.40 1.13 1.98
H 0.85 -0.62 2.39
H -0.06 0.35 1.30
C -4.45 3.55 2.02
O -5.24 2.40 1.98
H -4.94 4.34 1.46
H -4.20 3.94 3.01
H -3.55 3.35 1.43
C -1.61 -2.55 -4.96
O -2.17 -2.61 -3.71
H -0.53 -2.59 -5.10
H -1.79 -3.57 -5.29
H -1.93 -1.85 -5.73
O -7.72 -3.75 0.96
H -7.69 -4.54 0.39
O -3.65 -3.28 3.22
H -4.22 -4.00 2.92
```

Relative energy (zero: lowest compared OMol25 entry of this formula, charge and spin), kcal/mol: 290.96
F_max, eV/Å: 2.67
Total charge: -1
Highest occupied orbital energy, eV: -2.51
Lowest unoccupied orbital energy, eV: 0.3
Frontier orbital gap, eV: 2.772

(4)
Computed, not measured: C29H47CeCl2OP as an isolated structure, with ωB97M-V/def2-TZVPD.

Geometry as XYZ:
```
81
Properties=species:S:1:pos:R:3
P -4.52 -0.10 -0.61
C -5.42 0.30 1.00
C -6.95 0.46 0.99
C -7.44 0.98 2.35
C -6.99 0.07 3.50
C -5.47 -0.11 3.50
C -4.98 -0.63 2.13
C -4.98 -1.88 -1.08
C -6.44 -2.31 -0.97
C -6.63 -3.71 -1.59
C -5.70 -4.74 -0.95
C -4.24 -4.29 -1.03
C -4.04 -2.90 -0.41
C -5.51 0.88 -1.85
C -5.38 2.38 -1.53
C -6.14 3.25 -2.54
C -5.68 2.97 -3.97
C -5.81 1.47 -4.30
C -5.05 0.60 -3.29
H -5.00 1.30 1.23
H -7.42 -0.52 0.79
H -7.27 1.13 0.19
H -8.53 1.08 2.34
H -7.03 1.99 2.51
H -7.32 0.48 4.46
H -7.47 -0.91 3.39
H -4.98 0.85 3.71
H -5.17 -0.81 4.29
H -3.88 -0.74 2.14
H -5.40 -1.63 1.96
H -4.72 -1.87 -2.16
H -6.42 -3.65 -2.67
H -7.11 -1.59 -1.44
H -6.72 -2.37 0.10
H -7.68 -4.02 -1.49
H -5.82 -5.72 -1.43
H -5.98 -4.87 0.10
H -3.58 -5.01 -0.53
H -3.92 -4.26 -2.09
H -3.00 -2.57 -0.52
H -4.26 -2.95 0.66
H -6.58 0.60 -1.76
H -5.74 2.60 -0.51
H -4.31 2.65 -1.55
H -7.21 3.04 -2.46
H -6.00 4.31 -2.30
H -4.63 3.27 -4.08
H -6.26 3.56 -4.69
H -5.44 1.27 -5.31
H -6.87 1.19 -4.29
H -5.19 -0.45 -3.54
H -3.97 0.81 -3.36
Ce -0.07 0.13 -0.09
Cl -0.69 -1.07 -2.10
Cl -0.93 1.37 1.81
C 1.36 -1.20 0.82
H 2.39 -1.03 0.52
C 0.90 -2.27 1.55
C 1.81 -3.34 1.70
C 1.46 -4.46 2.42
C 0.19 -4.56 3.02
C -0.72 -3.50 2.90
C -0.39 -2.37 2.18
H 2.78 -3.25 1.23
H 2.17 -5.27 2.52
H -1.70 -3.56 3.38
H -1.08 -1.52 2.11
H -0.07 -5.44 3.59
C 3.71 1.15 -1.10
C 3.53 2.49 -0.39
C 2.14 2.29 0.19
O 1.36 1.64 -0.90
C 2.37 1.03 -1.82
H 4.55 1.11 -1.79
H 3.82 0.37 -0.34
H 3.51 3.29 -1.14
H 4.28 2.69 0.37
H 2.15 1.56 1.02
H 1.65 3.22 0.47
H 2.33 1.64 -2.71
H 2.08 -0.01 -2.01
```

Relative energy (zero: lowest compared OMol25 entry of this formula, charge and spin), kcal/mol: 23.67
F_max, eV/Å: 4.02
Total charge: -1
Highest occupied orbital energy (alpha / beta), eV: -1.89 / -1.91
2S+1: 2
Lowest unoccupied orbital energy (alpha / beta), eV: 2.4 / 2.4
Frontier orbital gap (alpha / beta), eV: 4.303 / 4.303
Expectation value of S²: 0.75

(5)
Computed, not measured: a 2-piece molecular cluster, C3H9NO2 overall, with ωB97M-V/def2-TZVPD.

Geometry as XYZ:
```
15
Properties=species:S:1:pos:R:3
O 1.27 -0.80 -0.47
C 0.38 -1.34 0.24
O -0.58 -0.71 0.88
C 0.37 -2.82 0.43
H -0.67 -3.22 0.19
H 1.17 -3.28 -0.26
H 0.60 -3.03 1.48
C -0.71 2.33 -0.78
N 0.06 1.54 0.12
H -1.53 2.73 -0.22
H -0.08 3.17 -1.09
H -1.04 1.75 -1.64
H -0.50 0.60 0.45
H 0.37 2.01 1.00
H 0.90 1.09 -0.32
```

Relative energy (zero: lowest compared OMol25 entry of this formula, charge and spin), kcal/mol: 21.44
F_max, eV/Å: 1.81
Highest occupied orbital energy, eV: -9.26
Lowest unoccupied orbital energy, eV: 0.6
Frontier orbital gap, eV: 9.835